{"formula": "C28H28BrClN4PSTi", "method": "ωB97M-V/def2-TZVPD", "de_lowest_kcal_mol": 0.0, "charge": -1, "multiplicity": 3, "elements": ["Ti", "N", "C", "S", "N", "N", "C", "C", "C", "C", "C", "C", "C", "C", "C", "C", "C", "C", "N", "H", "H", "H", "H", "H", "H", "H", "H", "H", "H", "H", "C", "P", "C", "C", "C", "C", "C", "C", "C", "H", "H", "H", "H", "H", "H", "H", "H", "H", "H", "H", "Br", "C", "C", "C", "C", "C", "C", "H", "H", "H", "H", "Cl", "C", "H", "H"], "positions_angstrom": [[-1.205, -0.357, 0.582], [1.076, 0.913, 3.915], [0.561, 0.168, 2.883], [-1.061, -0.456, 3.057], [1.308, -0.026, 1.844], [0.674, -0.745, 0.836], [1.164, -1.943, 0.490], [2.439, -2.492, 0.966], [3.578, -1.686, 1.106], [4.770, -2.212, 1.573], [4.865, -3.551, 1.927], [3.742, -4.360, 1.809], [2.549, -3.840, 1.340], [0.241, -2.738, -0.272], [0.630, -3.813, -1.092], [-0.327, -4.555, -1.740], [-1.677, -4.206, -1.567], [-1.990, -3.103, -0.807], [-1.077, -2.345, -0.177], [0.660, 0.755, 4.815], [2.074, 1.052, 3.894], [3.510, -0.641, 0.842], [5.637, -1.570, 1.668], [5.796, -3.958, 2.302], [3.789, -5.403, 2.100], [1.676, -4.477, 1.293], [1.682, -4.033, -1.208], [-0.044, -5.392, -2.366], [-2.465, -4.775, -2.042], [-3.017, -2.784, -0.683], [-2.068, -0.741, -3.216], [-0.816, -0.034, -2.068], [0.699, -0.734, -2.864], [-0.706, 1.679, -2.703], [-1.816, 2.356, -3.201], [-1.719, 3.685, -3.585], [-0.515, 4.363, -3.470], [0.596, 3.701, -2.965], [0.498, 2.374, -2.579], [-3.071, -0.471, -2.886], [-1.983, -1.827, -3.181], [-1.888, -0.388, -4.232], [0.807, -0.334, -3.872], [0.597, -1.818, -2.904], [1.585, -0.501, -2.274], [-2.770, 1.848, -3.278], [-2.590, 4.202, -3.970], [-0.446, 5.401, -3.767], [1.538, 4.226, -2.859], [1.365, 1.874, -2.163], [-2.241, 5.036, 5.633], [-1.949, 4.029, 4.033], [-2.995, 3.325, 3.461], [-2.774, 2.613, 2.297], [-1.514, 2.577, 1.677], [-0.492, 3.323, 2.284], [-0.696, 4.039, 3.451], [-3.971, 3.323, 3.930], [-3.590, 2.048, 1.861], [0.489, 3.328, 1.823], [0.115, 4.595, 3.903], [-3.493, -0.478, 0.239], [-1.276, 1.821, 0.441], [-2.115, 1.958, -0.246], [-0.358, 2.171, -0.039]], "forces_ev_per_a": [[-1.9245, 1.2718, 0.2127], [0.1382, 0.0219, 0.0016], [-0.1649, -0.3266, -0.0982], [-0.0148, -0.0210, 0.0116], [0.7317, 0.3148, 0.2458], [1.7901, -1.0362, 0.5178], [-0.2866, 0.0180, -0.2643], [0.4122, -0.0848, 0.0910], [-0.1162, -0.0394, -0.1448], [0.1031, 0.0222, 0.0170], [-0.0967, -0.0315, -0.0079], [0.1101, -0.0722, 0.0455], [-0.1127, 0.2445, -0.0366], [0.4296, 0.2202, 0.4544], [-0.2320, -0.4238, -0.1938], [0.3272, 0.2018, 0.1941], [-0.2173, -0.0309, -0.0057], [-0.0367, -0.1483, -0.0088], [0.5512, -0.9102, -0.6126], [-0.0608, 0.0623, 0.0065], [0.0008, -0.0676, 0.0133], [-0.0130, 0.0294, 0.0277], [-0.0215, 0.0167, -0.0112], [0.0040, 0.0060, -0.0076], [0.0131, 0.0115, -0.0032], [-0.0507, -0.0013, -0.0283], [0.0298, -0.0186, 0.0286], [0.0051, 0.0143, -0.0306], [-0.0301, 0.0297, 0.0372], [0.0054, 0.0744, -0.0019], [0.0437, 0.1037, 0.1784], [0.0244, 0.0681, -0.6914], [-0.1142, 0.0490, 0.1976], [0.0429, 0.0703, 0.1326], [0.0351, -0.0799, 0.0223], [-0.0116, 0.1011, -0.0455], [-0.0033, -0.0394, -0.0070], [0.0061, 0.0596, -0.0165], [-0.0499, -0.0627, -0.0483], [0.0057, -0.0077, 0.0047], [-0.0159, -0.0160, -0.0008], [-0.0413, -0.0367, -0.0280], [0.0271, -0.0255, -0.0190], [0.0141, -0.0114, 0.0049], [-0.0028, -0.0048, -0.0019], [-0.0019, 0.0072, 0.0056], [-0.0161, -0.0319, 0.0166], [0.0130, 0.0003, 0.0117], [0.0022, -0.0149, 0.0069], [0.0021, 0.0219, 0.0077], [-0.0211, -0.0284, 0.0000], [0.0567, 0.0918, 0.0515], [-0.0034, -0.0062, 0.0349], [0.0472, -0.0180, -0.0477], [-0.0349, 0.3435, 0.1574], [-0.0854, -0.1389, -0.0924], [-0.0241, -0.0197, 0.0329], [-0.0045, 0.0158, -0.0124], [0.0278, -0.0411, -0.0237], [0.0143, -0.0209, 0.0260], [-0.0126, 0.0096, 0.0042], [-1.4069, -0.1168, -0.0884], [0.1547, 0.3020, -0.1044], [0.0569, 0.0684, -0.0918], [0.0036, 0.0616, -0.0262]]}